9 unconnected molecules or ions with the total composition C39H74F2N2O13. Source: OMol25; level of theory: wB97M-V/def2-TZVPD.

Output
SMILES	CC1(C)CCCC(C)(C)N1O.CC1(C)CCCC(C)(C)N1O.O=C1OC[C@@H](F)O1.O=C1OC[C@@H](F)O1.CC(C)=O.CC(C)=O.CC(C)=O.CC(C)=O.CC(C)=O
gap between HOMO and LUMO	7.7776	eV
F_max	1.98	eV/A
LUMO	-0.14	eV

CARTESIAN COORDINATES (ANGSTROEM)
C (-0.67756, -1.83529, 3.69475)
C (-1.39560, -3.04200, 3.07644)
C (-0.41686, -4.03103, 2.49369)
C (0.33329, -4.87643, 3.53081)
C (-0.62380, -5.53203, 4.53817)
C (-1.69047, -4.55878, 5.10019)
N (-2.25990, -3.74721, 4.02190)
O (-3.33660, -2.95323, 4.45176)
C (-2.80976, -5.40351, 5.68470)
C (-1.05571, -3.71083, 6.22923)
C (-2.26049, -2.43108, 1.94859)
H (-0.08826, -1.33008, 2.92726)
H (0.00279, -2.13393, 4.49713)
H (-1.31700, -1.10269, 4.19048)
H (-0.91079, -4.73730, 1.81617)
H (0.36606, -3.56939, 1.88242)
H (0.94275, -4.22696, 4.16970)
H (1.03623, -5.56786, 3.07089)
H (-0.00602, -5.87917, 5.37196)
H (-1.07350, -6.45501, 4.16093)
H (-3.52265, -4.82641, 6.28730)
H (-3.47345, -5.86622, 4.94934)
H (-2.47756, -6.16731, 6.39061)
H (0.03537, -3.67286, 6.21900)
H (-1.47796, -2.70901, 6.19703)
H (-1.25409, -4.17019, 7.20178)
H (-2.95693, -1.65269, 2.24981)
H (-2.89105, -3.24706, 1.56947)
H (-1.65917, -2.10496, 1.09766)
H (-4.11781, -3.40262, 4.11208)
C (1.03094, -3.84066, -3.66508)
C (0.65430, -2.70051, -2.69460)
C (0.93373, -1.33123, -3.37661)
C (-0.23555, -0.83891, -4.24493)
C (-1.53170, -0.91704, -3.46208)
C (-1.87300, -2.28360, -2.85130)
N (-0.68785, -2.72898, -2.12350)
O (-0.92104, -3.94232, -1.42150)
C (-3.02896, -2.00235, -1.90230)
C (-2.31527, -3.20912, -3.99593)
C (1.68244, -2.77302, -1.56199)
H (2.06492, -3.71737, -3.98398)
H (0.41295, -3.88097, -4.56597)
H (0.91638, -4.81527, -3.18879)
H (1.18647, -0.54765, -2.66287)
H (1.84011, -1.45057, -3.97441)
H (-0.26603, -1.52321, -5.09925)
H (-0.02901, 0.17155, -4.59105)
H (-2.37963, -0.61525, -4.08671)
H (-1.46891, -0.12226, -2.70955)
H (-3.21092, -2.81621, -1.19997)
H (-2.92730, -1.11740, -1.25963)
H (-3.92787, -1.67860, -2.43437)
H (-1.56706, -3.24396, -4.78813)
H (-2.39575, -4.23484, -3.63006)
H (-3.26685, -2.87704, -4.40773)
H (1.56620, -1.93856, -0.86913)
H (2.70620, -2.76018, -1.93880)
H (1.61883, -3.70273, -0.99244)
H (-0.91031, -3.65514, -0.49938)
C (-0.20239, 6.25679, -1.21830)
C (-1.00325, 6.55929, 0.03907)
O (-0.44678, 6.56141, 1.10909)
C (-2.43865, 6.99568, -0.14220)
H (0.80750, 5.90621, -1.01301)
H (-0.24048, 7.09448, -1.91260)
H (-0.62575, 5.37794, -1.72461)
H (-2.92727, 6.19029, -0.69136)
H (-2.49027, 7.97401, -0.61413)
H (-2.84628, 7.08328, 0.86414)
C (-1.13468, 3.68817, 2.61218)
C (-2.27236, 2.74061, 2.93954)
O (-2.64067, 2.51680, 4.06273)
C (-2.86003, 1.96366, 1.75688)
H (-0.19300, 3.17228, 2.79288)
H (-1.17144, 4.58864, 3.22558)
H (-1.19402, 4.05739, 1.58843)
H (-3.24265, 0.99458, 2.06642)
H (-2.02033, 1.77602, 1.08751)
H (-3.64699, 2.59696, 1.35263)
C (-0.06413, 2.86224, -5.40520)
C (1.05442, 2.75331, -4.40215)
O (0.89671, 2.49523, -3.22832)
C (2.44920, 3.20045, -4.81504)
H (0.15370, 2.44417, -6.38244)
H (-0.38286, 3.90512, -5.41735)
H (-0.89935, 2.30464, -4.97279)
H (3.12050, 2.77707, -4.07280)
H (2.53189, 4.28344, -4.87204)
H (2.65630, 2.74428, -5.78722)
C (-4.35694, 1.81373, -3.52091)
C (-3.70466, 2.30640, -2.22599)
O (-4.25626, 2.17010, -1.16474)
C (-2.32087, 2.88995, -2.33732)
H (-4.53653, 0.74402, -3.42603)
H (-3.71115, 1.95427, -4.39020)
H (-5.26907, 2.37471, -3.71941)
H (-1.93125, 2.96517, -1.32011)
H (-2.44062, 3.90257, -2.73028)
H (-1.65812, 2.24021, -2.90346)
C (1.61791, 2.62464, 0.18432)
C (0.87985, 1.42719, 0.71710)
O (0.86423, 1.15116, 1.89820)
C (0.07762, 0.61080, -0.24787)
H (2.27601, 2.37155, -0.64836)
H (2.21664, 3.04913, 0.99262)
H (0.99857, 3.45379, -0.16363)
H (0.77024, 0.05207, -0.87829)
H (-0.46559, 1.31226, -0.88531)
H (-0.61328, -0.12253, 0.16052)
C (7.11110, 2.23267, -0.94433)
C (5.72951, 2.81828, -0.70753)
O (5.89647, 3.56091, 0.45056)
C (6.97150, 3.11159, 1.11791)
O (7.26328, 3.45097, 2.21729)
O (7.59906, 2.16449, 0.42367)
F (4.77080, 1.84567, -0.53291)
H (7.72261, 2.96917, -1.47085)
H (7.17095, 1.32455, -1.53354)
H (5.38671, 3.44481, -1.53329)
C (3.51339, -0.01212, 3.41277)
C (4.37016, 0.35318, 2.17502)
O (4.52071, -0.91318, 1.52514)
C (3.53377, -1.74620, 1.95118)
O (3.33149, -2.80522, 1.43985)
O (2.98198, -1.29572, 3.05987)
F (5.63455, 0.76616, 2.43787)
H (2.70485, 0.69671, 3.57010)
H (4.08787, -0.09287, 4.33369)
H (3.90198, 1.00711, 1.44194)